Record 1
This record from OMol25 describes a structure of composition C7H28FN14O7Zn in a non-equilibrium geometry. The level of theory is wB97M-V/def2-TZVPD.

Results
Charge: +2
ΔE to the lowest compared entry with this formula, charge and spin: 0.00 kJ/mol
Kohn-Sham gap (spin up / spin down): 8.9843 / 3.1642 eV
2S+1: 2

Geometry (Å):
Zn (0.77910, -0.22475, -1.10516)
F (-0.04683, 0.43930, 0.57289)
C (-1.03415, 1.38547, -3.23988)
O (-0.42131, 0.87387, -2.32072)
N (-0.47697, 2.06347, -4.23332)
N (-2.30378, 1.13058, -3.52327)
H (0.48295, 2.32540, -4.40665)
H (-1.12972, 2.32290, -4.95906)
H (-2.75675, 1.53651, -4.32959)
H (-2.73599, 0.53615, -2.83048)
C (-3.72763, 0.68627, -0.72519)
O (-3.52356, -0.22862, -1.55981)
N (-2.90233, 1.16385, 0.09642)
N (-4.69174, 1.51019, -1.06101)
H (-3.13949, 1.94073, 0.69668)
H (-1.90976, 0.97925, 0.12542)
H (-4.73218, 2.39139, -0.56911)
H (-5.16762, 1.39042, -1.94378)
C (-1.16996, -2.96025, -1.10129)
O (-0.38711, -1.99564, -1.12436)
N (-2.38057, -2.95576, -0.59019)
N (-0.84128, -4.11918, -1.59396)
H (-2.89026, -3.78614, -0.32407)
H (-2.67532, -2.01362, -0.37666)
H (-1.53435, -4.82447, -1.38825)
H (0.05296, -4.16986, -2.06069)
C (3.32603, 1.16594, -0.86358)
O (2.28664, 1.20553, -1.49844)
N (4.42853, 0.90614, -1.37001)
N (3.44469, 1.24574, 0.45039)
H (5.06295, 0.73234, -0.60359)
H (4.46256, 0.71204, -2.36060)
H (2.59766, 1.33786, 0.99275)
H (4.29029, 1.15579, 0.99533)
C (2.75005, -2.17338, 0.61625)
O (2.15076, -1.32225, -0.11340)
N (2.93997, -3.41334, 0.29432)
N (3.29421, -1.85090, 1.77882)
H (2.52658, -3.62127, -0.60344)
H (3.41332, -4.11458, 0.84595)
H (3.19782, -0.90780, 2.12718)
H (3.59510, -2.62664, 2.35137)
C (-0.29942, -1.67511, 3.59552)
O (-0.47318, -2.50837, 4.43081)
N (-0.92241, -1.63442, 2.44324)
N (0.43532, -0.55393, 3.67240)
H (-0.65257, -0.83763, 1.88430)
H (-1.61536, -2.30435, 2.14140)
H (0.86509, -0.31207, 4.55382)
H (0.52996, -0.04557, 2.80481)
C (-0.10302, 3.75609, 2.15004)
O (0.06470, 4.84819, 2.64039)
N (-0.57066, 2.71296, 2.70768)
N (0.49946, 3.45300, 1.05902)
H (-0.99229, 2.71052, 3.62546)
H (-0.58433, 1.87665, 2.14156)
H (1.07796, 4.03921, 0.47438)
H (0.23720, 2.64615, 0.51100)

These are the natural (NBO) partial charges, in e, on atoms 1 to 6: atom 1 (Zn): 1.798, atom 2 (F): -0.914, atom 3 (C): 0.805, atom 4 (O): -0.828, atom 5 (N): -0.805, atom 6 (N): -0.819

---

Record 2
This record from OMol25 describes a structure of composition C23H18ClN2O3S2Sn. The level of theory is wB97M-V/def2-TZVPD.

Results
Charge: +1
ΔE to the lowest compared entry with this formula, charge and spin: 74.96 kJ/mol
Kohn-Sham gap: 7.5329 eV

Geometry (Å):
Sn (-0.01881, -0.82241, -3.16755)
C (2.31935, -1.25606, 0.91219)
C (1.91966, -0.85172, -0.47981)
N (0.78474, -1.23919, -0.97377)
N (0.03561, -2.10731, -0.15982)
C (-1.20839, -1.93692, -0.16190)
S (-2.42514, -0.92566, -0.84229)
S (-2.47286, -3.00384, 0.49102)
C (-2.78286, -2.33750, 2.18309)
C (-1.61492, -2.39426, 3.12489)
C (-0.86669, -1.24868, 3.37131)
C (0.19628, -1.28268, 4.26611)
C (0.52710, -2.46860, 4.90546)
C (-0.20990, -3.62111, 4.65300)
C (-1.27913, -3.58189, 3.77060)
C (2.82270, 0.01467, -1.24355)
C (4.14663, 0.16415, -0.77423)
C (5.02297, 1.06019, -1.32827)
C (4.58104, 1.88073, -2.37108)
C (3.30918, 1.74181, -2.87167)
C (2.42650, 0.78360, -2.35435)
O (1.24614, 0.67704, -2.96006)
H (1.46335, -1.52727, 1.50761)
H (2.86379, -0.45446, 1.40234)
H (2.97153, -2.13353, 0.86212)
H (-3.59794, -2.98203, 2.51379)
H (-3.16270, -1.32441, 2.05944)
H (-1.13356, -0.31524, 2.88189)
H (0.76353, -0.38071, 4.46669)
H (1.34994, -2.49428, 5.60976)
H (0.04231, -4.54785, 5.15343)
H (-1.86064, -4.48005, 3.58311)
H (4.49195, -0.46504, 0.03561)
H (6.03739, 1.13351, -0.95806)
H (5.24416, 2.62656, -2.79372)
H (2.95686, 2.34554, -3.69834)
Cl (-3.70139, 5.79642, -1.69814)
C (-3.06668, 4.19025, -1.71660)
C (-2.74423, 3.55779, -0.52428)
C (-2.23409, 2.26918, -0.53276)
C (-2.03335, 1.61059, -1.73123)
O (-1.52250, 0.33303, -1.74359)
C (-2.35824, 2.24207, -2.93157)
C (-2.16343, 1.61958, -4.24108)
O (-1.51176, 0.61169, -4.45960)
C (-2.88276, 3.53282, -2.91199)
H (-2.89332, 4.07945, 0.41234)
H (-1.97938, 1.77007, 0.39577)
H (-2.65783, 2.12039, -5.08611)
H (-3.14022, 4.02156, -3.84619)

These are the natural (NBO) partial charges, in e, on atoms 1 to 6: atom 1 (Sn): 1.488, atom 2 (C): -0.698, atom 3 (C): 0.377, atom 4 (N): -0.452, atom 5 (N): -0.277, atom 6 (C): -0.109

---

Record 3
This record from OMol25 describes a cluster of 5 separate species, C10H20Br10 in total in a non-equilibrium geometry. The level of theory is wB97M-V/def2-TZVPD.

Results
Charge: 0
ΔE to the lowest compared entry with this formula, charge and spin: 60.66 kJ/mol
Kohn-Sham gap: 10.1662 eV

Geometry (Å):
Br (-1.19696, 1.42513, -0.21837)
C (-1.66927, -0.22055, 0.78706)
C (-0.34070, -0.79906, 1.23494)
Br (-0.61828, -2.26963, 2.55003)
H (-2.26805, -0.87865, 0.15740)
H (-2.27597, 0.06734, 1.64564)
H (0.23960, -0.06736, 1.79705)
H (0.31379, -1.15938, 0.44128)
Br (3.06857, 3.38722, -1.63803)
C (3.02759, 3.47633, 0.36021)
C (1.78603, 2.74581, 0.78102)
Br (1.57373, 2.66519, 2.75546)
H (2.92658, 4.54865, 0.52761)
H (3.96760, 3.03512, 0.69159)
H (1.77236, 1.72617, 0.39601)
H (0.85427, 3.18439, 0.42384)
Br (-3.56228, -0.84640, -2.53742)
C (-5.01982, 0.43721, -2.61213)
C (-5.50466, 0.57188, -4.05988)
Br (-7.21625, 1.52379, -4.13572)
H (-4.70101, 1.40088, -2.21488)
H (-5.78760, -0.01170, -1.98196)
H (-5.80999, -0.40912, -4.42389)
H (-4.74064, 1.01345, -4.69972)
Br (-0.64519, -4.99720, -4.39158)
C (0.61005, -3.59754, -3.72246)
C (0.06654, -2.89257, -2.43237)
Br (1.34613, -1.45321, -2.10855)
H (0.77960, -2.86016, -4.50708)
H (1.54103, -4.11734, -3.49623)
H (-0.01711, -3.55044, -1.56732)
H (-0.92307, -2.45830, -2.57439)
Br (4.29575, 0.90316, 6.91344)
C (3.45312, 0.88280, 5.11321)
C (3.72062, -0.47860, 4.50207)
Br (2.66527, -0.76665, 2.88370)
H (3.86882, 1.70661, 4.53301)
H (2.39742, 1.06607, 5.31323)
H (3.25488, -1.19862, 5.17496)
H (4.76751, -0.73470, 4.33923)

These are the natural (NBO) partial charges, in e, on atoms 1 to 6: atom 1 (Br): -0.033, atom 2 (C): -0.424, atom 3 (C): -0.449, atom 4 (Br): -0.035, atom 5 (H): 0.233, atom 6 (H): 0.230

---

Record 4
This record from OMol25 describes a structure of composition C20H24N2O3P2Yb in a non-equilibrium geometry. The level of theory is wB97M-V/def2-TZVPD.

Results
Charge: +1
ΔE to the lowest compared entry with this formula, charge and spin: 0.00 kJ/mol
Kohn-Sham gap (spin up / spin down): 6.7023 / 6.1964 eV
2S+1: 2

Geometry (Å):
C (-1.28973, 3.37727, -3.28793)
C (-1.15394, 2.01665, -3.05360)
C (0.16739, 1.46301, -3.11847)
C (1.24265, 2.22546, -3.59159)
C (1.07029, 3.58466, -3.83767)
C (-0.18833, 4.15925, -3.65874)
C (2.61854, 1.57983, -3.62399)
C (2.56046, 0.06372, -3.64881)
C (1.41296, -0.55639, -3.14158)
C (1.32026, -1.98072, -3.08165)
C (2.44649, -2.72219, -3.41995)
C (3.62264, -2.09033, -3.84901)
C (3.68455, -0.70082, -3.96065)
H (-2.27938, 3.83596, -3.19696)
H (1.92775, 4.17532, -4.17461)
H (-0.32322, 5.22361, -3.82770)
H (3.16922, 1.93861, -4.50261)
H (2.40436, -3.81116, -3.34000)
H (4.49101, -2.69228, -4.10458)
H (4.59736, -0.19068, -4.28332)
N (0.45339, 0.23478, -2.52039)
Yb (0.28641, 0.54454, -0.40374)
C (-2.35408, 1.13018, -2.76108)
H (-2.38485, 0.27806, -3.45858)
H (-3.28657, 1.70506, -2.84454)
C (0.02882, -2.64200, -2.64481)
H (-0.80522, -2.36773, -3.30825)
H (0.13824, -3.73335, -2.61632)
P (-2.38129, 0.37209, -1.07552)
P (-0.50246, -2.13508, -0.95366)
C (0.78982, -3.01269, -0.00110)
H (0.61862, -2.83112, 1.07008)
H (0.70718, -4.08714, -0.21940)
H (1.78741, -2.65312, -0.28712)
C (-1.91173, -3.26464, -0.68604)
H (-1.58334, -4.29548, -0.88395)
H (-2.22267, -3.16447, 0.36389)
H (-2.74892, -2.99628, -1.34332)
C (-2.56282, 1.91006, -0.09320)
H (-3.62438, 2.19406, -0.12261)
H (-2.27327, 1.72592, 0.95408)
H (-1.96140, 2.73842, -0.49537)
C (-4.05572, -0.33355, -0.99752)
H (-4.22672, -0.73780, 0.01142)
H (-4.79858, 0.44953, -1.20880)
H (-4.15713, -1.15277, -1.72368)
C (3.34011, 1.94722, -2.39210)
O (2.92092, 1.77524, -1.25788)
H (4.28214, 2.36094, -2.79995)
O (-1.35748, -1.99413, 2.33363)
N (-1.02364, -0.82968, 2.49121)
O (-0.35819, -0.24905, 1.52974)

These are the natural (NBO) partial charges, in e, on atoms 1 to 6: atom 1 (C): -0.215, atom 2 (C): 0.010, atom 3 (C): 0.065, atom 4 (C): 0.052, atom 5 (C): -0.215, atom 6 (C): -0.211